Below is a structure of composition C23H29N8O4S2SeTi, with properties calculated with ωB97M-V/def2-TZVPD.

CARTESIAN COORDINATES (ANGSTROEM)
1 Ti 0.209 -0.424 0.621
2 N 2.056 1.538 3.962
3 C 1.182 1.232 2.968
4 S 0.296 -0.264 3.133
5 N 1.083 2.093 1.997
6 N 0.158 1.744 1.041
7 C -0.350 2.710 0.365
8 C 0.079 4.126 0.477
9 C 1.426 4.478 0.402
10 C 1.797 5.812 0.430
11 C 0.833 6.804 0.553
12 C -0.508 6.459 0.632
13 C -0.884 5.125 0.579
14 C -1.415 2.393 -0.620
15 C -1.361 2.954 -1.890
16 C -2.343 2.630 -2.810
17 C -3.369 1.793 -2.415
18 C -3.355 1.308 -1.114
19 N -2.401 1.579 -0.231
20 H 2.340 0.792 4.571
21 H 2.713 2.278 3.773
22 H 2.171 3.697 0.334
23 H 2.843 6.080 0.365
24 H 1.127 7.845 0.586
25 H -1.262 7.228 0.728
26 H -1.932 4.852 0.622
27 H -0.552 3.627 -2.142
28 H -2.307 3.024 -3.817
29 H -4.155 1.497 -3.093
30 H -4.148 0.653 -0.779
31 N -1.954 -1.436 0.871
32 N -1.968 -2.815 0.594
33 C -0.821 -3.498 0.408
34 N -0.959 -4.758 -0.032
35 S 0.716 -2.891 0.781
36 H -2.386 -1.252 1.773
37 H -2.470 -0.971 0.121
38 H -2.794 -3.148 0.113
39 H -1.775 -4.989 -0.578
40 H -0.102 -5.185 -0.345
41 C 2.222 -1.299 -2.916
42 N 1.713 0.078 -3.164
43 C 2.229 0.578 -4.455
44 C 1.950 1.077 -2.032
45 C 2.876 0.592 -0.946
46 C 4.240 0.838 -1.112
47 C 5.160 0.381 -0.181
48 C 4.702 -0.326 0.921
49 C 3.341 -0.551 1.089
50 C 2.378 -0.094 0.179
51 H 1.858 -1.929 -3.723
52 H 1.832 -1.673 -1.975
53 H 3.310 -1.282 -2.886
54 H 0.675 -0.035 -3.296
55 H 3.311 0.675 -4.397
56 H 1.778 1.544 -4.669
57 H 1.956 -0.127 -5.237
58 H 0.966 1.310 -1.631
59 H 2.354 1.972 -2.506
60 H 4.587 1.398 -1.976
61 H 6.216 0.577 -0.311
62 H 5.409 -0.696 1.654
63 H 3.017 -1.095 1.972
64 O -0.651 -2.918 -2.342
65 Se -1.278 -1.430 -2.369
66 O -0.908 -0.622 -3.741
67 O -0.456 -0.482 -1.214
68 O -2.841 -1.407 -1.935

- E_HOMO (alpha / beta): -7.450 / -7.944 eV
- Energy above the lowest of the compared OMol25 structures with the same formula, charge and spin: 0.2613 eV
- Expectation value of S²: 0.7547
- Gap between HOMO and LUMO (alpha / beta): 7.7 / 8.1 eV
- Energy: -5680.146168 Ha
- 2S+1: 2

Below is a structure of composition C23H30AsN7O3STi at a distorted geometry, with properties calculated with ωB97M-V/def2-TZVPD.

CARTESIAN COORDINATES (ANGSTROEM)
1 Ti 0.282 0.572 -0.147
2 C -2.405 0.062 -1.166
3 N -1.368 0.936 -1.702
4 C -1.041 0.869 -3.120
5 C -0.123 -0.283 -3.348
6 N 0.133 -1.143 -2.413
7 C 1.030 -2.038 -2.986
8 C 1.607 -3.195 -2.469
9 C 2.493 -3.894 -3.269
10 C 2.801 -3.462 -4.565
11 C 2.214 -2.331 -5.106
12 C 1.319 -1.643 -4.299
13 N 0.535 -0.527 -4.515
14 C -1.987 -0.477 0.196
15 N -0.971 -1.356 0.359
16 C -1.209 -1.963 1.575
17 C -0.449 -2.879 2.289
18 C -0.938 -3.353 3.504
19 C -2.166 -2.934 4.003
20 C -2.950 -2.025 3.292
21 C -2.455 -1.563 2.092
22 N -2.978 -0.700 1.135
23 H -2.582 -0.751 -1.873
24 H -3.352 0.595 -1.023
25 H -1.504 1.899 -1.415
26 H -0.512 1.794 -3.363
27 H -1.923 0.794 -3.770
28 H 1.354 -3.536 -1.474
29 H 2.961 -4.793 -2.888
30 H 3.510 -4.026 -5.158
31 H 2.449 -2.001 -6.110
32 H 0.617 0.119 -5.279
33 H 0.513 -3.209 1.914
34 H -0.345 -4.055 4.076
35 H -2.516 -3.312 4.956
36 H -3.907 -1.693 3.676
37 H -3.774 -0.103 1.258
38 N 2.074 -1.060 0.044
39 C 3.172 -1.098 1.037
40 C 2.734 -0.747 2.453
41 C 2.257 0.710 2.532
42 O 2.853 1.490 3.289
43 O 1.245 0.968 1.805
44 H 1.506 -1.898 0.091
45 H 2.516 -1.007 -0.868
46 H 3.923 -0.377 0.704
47 H 3.650 -2.086 1.026
48 H 3.564 -0.900 3.142
49 H 1.906 -1.397 2.749
50 O -1.167 1.130 0.731
51 N 2.349 1.417 -2.797
52 C 1.796 1.207 -1.796
53 C -0.358 3.210 2.833
54 As -0.845 3.993 1.136
55 C -2.755 3.697 1.002
56 C -0.782 5.897 1.520
57 S 0.320 3.617 -0.550
58 H -1.090 3.492 3.595
59 H 0.642 3.551 3.093
60 H -0.336 2.120 2.697
61 H -3.233 4.026 1.925
62 H -2.884 2.626 0.852
63 H -3.141 4.265 0.157
64 H -1.393 6.146 2.387
65 H -1.140 6.431 0.640
66 H 0.254 6.181 1.701

- E_HOMO (alpha / beta): -3.803 / -4.246 eV
- Net charge: -1
- Energy above the lowest of the compared OMol25 structures with the same formula, charge and spin: 0.0000 eV
- Expectation value of S²: 0.7529
- Gap between HOMO and LUMO (alpha / beta): 6.3 / 6.7 eV
- Energy: -4987.083707 Ha
- 2S+1: 2

Below is a structure of composition C23H30BN7O3PdS at a distorted geometry, with properties calculated with ωB97M-V/def2-TZVPD.

CARTESIAN COORDINATES (ANGSTROEM)
1 Pd 0.126 -0.279 -0.439
2 N 2.261 -0.039 -4.326
3 C 1.676 -0.579 -3.211
4 S -0.031 -0.798 -3.231
5 N 2.451 -0.890 -2.206
6 N 1.877 -1.318 -1.108
7 C 2.087 -2.457 -0.464
8 C 2.998 -3.504 -0.939
9 C 2.596 -4.843 -0.887
10 C 3.426 -5.852 -1.333
11 C 4.680 -5.549 -1.839
12 C 5.083 -4.224 -1.915
13 C 4.252 -3.210 -1.474
14 C 1.244 -2.672 0.659
15 C 1.540 -3.612 1.671
16 C 0.655 -3.847 2.681
17 C -0.552 -3.117 2.692
18 C -0.759 -2.161 1.728
19 N 0.093 -1.911 0.726
20 H 1.702 -0.109 -5.162
21 H 3.244 -0.240 -4.434
22 H 1.614 -5.088 -0.510
23 H 3.089 -6.879 -1.290
24 H 5.340 -6.340 -2.169
25 H 6.060 -3.984 -2.312
26 H 4.578 -2.183 -1.519
27 H 2.492 -4.121 1.628
28 H 0.883 -4.550 3.468
29 H -1.292 -3.291 3.457
30 H -1.670 -1.576 1.738
31 C -1.119 4.811 -2.497
32 N -0.380 3.666 -2.030
33 C 0.976 3.749 -1.528
34 C 1.217 2.303 -1.040
35 O 2.185 1.840 -0.485
36 N 0.088 1.602 -1.330
37 C -0.829 2.401 -1.862
38 N -2.062 1.964 -2.117
39 H -0.822 5.693 -1.928
40 H -2.188 4.664 -2.355
41 H -0.940 5.010 -3.558
42 H 1.047 4.456 -0.694
43 H 1.687 4.042 -2.307
44 H -2.232 0.991 -1.883
45 H -2.748 2.492 -2.626
46 C -4.045 0.553 2.407
47 C -3.077 1.494 1.683
48 C -3.886 2.652 1.088
49 O -2.488 0.770 0.595
50 B -1.134 0.627 0.802
51 O -0.735 1.256 1.936
52 C -1.834 1.933 2.552
53 C -1.515 3.431 2.471
54 C -1.881 1.505 4.019
55 H -4.768 0.183 1.684
56 H -4.573 1.079 3.199
57 H -3.527 -0.306 2.822
58 H -4.734 2.244 0.541
59 H -3.290 3.230 0.387
60 H -4.264 3.302 1.871
61 H -1.386 3.734 1.435
62 H -0.576 3.612 2.991
63 H -2.297 4.028 2.930
64 H -1.945 0.425 4.113
65 H -2.717 1.966 4.538
66 H -0.955 1.819 4.495

- E_HOMO: -6.578 eV
- Energy above the lowest of the compared OMol25 structures with the same formula, charge and spin: 1.1868 eV
- Gap between HOMO and LUMO: 6.5 eV
- Energy: -2054.492563 Ha
- 2S+1: 1

Below is a structure of composition C23H30ClCrN3O2S4Sb at a distorted geometry, with properties calculated with ωB97M-V/def2-TZVPD.

CARTESIAN COORDINATES (ANGSTROEM)
1 Cr -0.559 3.855 -0.878
2 S -2.756 3.310 -0.185
3 Sb -2.057 4.513 1.844
4 S -0.171 3.143 2.245
5 S -0.852 5.926 0.238
6 C 3.418 5.349 0.102
7 S 1.955 4.240 0.102
8 O 1.411 4.396 -1.291
9 C 2.830 2.657 0.016
10 C 3.306 2.175 -1.192
11 C 3.880 0.914 -1.246
12 C 3.972 0.144 -0.096
13 C 3.497 0.634 1.111
14 C 2.919 1.892 1.169
15 H 4.034 5.167 -0.770
16 H 3.965 5.186 1.024
17 H 3.021 6.360 0.077
18 H 3.205 2.778 -2.083
19 H 4.263 0.529 -2.180
20 H 4.406 -0.845 -0.142
21 H 3.574 0.037 2.008
22 H 2.509 2.271 2.091
23 C -2.466 -1.564 -0.614
24 C -1.627 -2.642 -1.299
25 C -2.218 -4.008 -0.901
26 C -1.788 -2.513 -2.818
27 C -0.105 -2.577 -0.940
28 O 0.545 -3.678 -1.584
29 C 0.242 -2.739 0.567
30 C 0.311 -1.532 1.518
31 C -0.984 -1.185 2.198
32 C -1.605 -2.112 3.027
33 C -2.792 -1.813 3.669
34 C -3.364 -0.563 3.490
35 Cl -4.852 -0.182 4.282
36 C -2.752 0.384 2.689
37 C -1.571 0.063 2.048
38 C 0.700 -1.406 -1.587
39 N 0.157 -0.089 -1.771
40 C 0.198 0.999 -0.984
41 N -0.276 2.049 -1.646
42 C -0.589 1.541 -2.867
43 N -0.324 0.268 -2.964
44 H -3.464 -1.561 -1.048
45 H -2.052 -0.569 -0.739
46 H -2.569 -1.762 0.448
47 H -3.284 -4.001 -1.117
48 H -2.110 -4.221 0.160
49 H -1.776 -4.821 -1.474
50 H -2.817 -2.733 -3.091
51 H -1.136 -3.215 -3.330
52 H -1.555 -1.512 -3.160
53 H 0.172 -4.492 -1.231
54 H 1.240 -3.189 0.555
55 H -0.435 -3.473 1.005
56 H 0.706 -0.660 1.006
57 H 1.029 -1.793 2.303
58 H -1.150 -3.078 3.192
59 H -3.265 -2.532 4.318
60 H -3.178 1.370 2.567
61 H -1.100 0.815 1.437
62 H 0.935 -1.764 -2.592
63 H 1.634 -1.313 -1.029
64 H 0.568 1.047 0.020
65 H -1.002 2.121 -3.672

- E_HOMO (alpha / beta): -7.237 / -7.321 eV
- Expectation value of S²: 1.0589
- Gap between HOMO and LUMO (alpha / beta): 5.3 / 7.1 eV
- Energy: -4546.808774 Ha
- 2S+1: 2

Below is an isolated molecule of C23H30ClN3O3S, with properties calculated with ωB97M-V/def2-TZVPD.

CARTESIAN COORDINATES (ANGSTROEM)
1 C -1.783 -4.014 -0.143
2 C -3.046 -3.252 -0.399
3 C -4.248 -3.932 -0.548
4 C -5.434 -3.262 -0.790
5 C -5.433 -1.883 -0.899
6 C -4.246 -1.187 -0.755
7 C -3.051 -1.856 -0.497
8 C -1.811 -1.057 -0.306
9 H -1.882 -0.077 -0.764
10 H -0.911 -1.567 -0.638
11 S -1.521 -0.721 1.478
12 O -1.365 -1.970 2.175
13 O -0.406 0.198 1.568
14 C -3.016 0.101 2.134
15 C -2.889 1.609 2.031
16 C -2.859 2.056 0.570
17 O -3.868 2.146 -0.105
18 N -1.632 2.346 0.112
19 H -0.803 2.027 0.607
20 C -1.382 2.776 -1.245
21 H -1.501 1.942 -1.949
22 H -2.114 3.540 -1.516
23 C 0.045 3.329 -1.305
24 N 0.947 2.385 -0.674
25 C 2.110 2.972 -0.041
26 C 2.789 1.890 0.796
27 N 3.208 0.808 -0.067
28 C 4.381 0.120 0.140
29 C 4.473 -1.264 -0.054
30 C 5.689 -1.906 0.084
31 C 6.843 -1.227 0.429
32 C 6.751 0.141 0.636
33 C 5.553 0.806 0.490
34 H 5.530 1.876 0.626
35 H 7.638 0.696 0.902
36 H 7.780 -1.748 0.533
37 Cl 5.755 -3.619 -0.170
38 H 3.601 -1.851 -0.288
39 C 2.062 0.213 -0.716
40 H 2.385 -0.578 -1.392
41 C 1.356 1.296 -1.538
42 H 0.475 0.865 -2.016
43 H 2.042 1.652 -2.329
44 H 1.357 -0.186 0.025
45 H 3.639 2.303 1.336
46 H 2.055 1.509 1.522
47 H 1.787 3.789 0.609
48 H 2.826 3.370 -0.782
49 H 0.316 3.551 -2.349
50 H 0.079 4.262 -0.738
51 H -1.981 1.931 2.539
52 H -3.757 2.075 2.503
53 H -3.089 -0.235 3.165
54 H -3.854 -0.287 1.561
55 H -4.249 -0.110 -0.851
56 H -6.348 -1.347 -1.097
57 H -6.354 -3.816 -0.899
58 H -4.253 -5.010 -0.473
59 H -1.986 -5.081 -0.098
60 H -1.056 -3.838 -0.937
61 H -1.343 -3.701 0.801

- E_HOMO: -7.820 eV
- SMILES: Cc1ccccc1CS(=O)(=O)CCC(=O)NCCN1CCN(c2cccc(Cl)c2)CC1
- Energy above the lowest of the compared OMol25 structures with the same formula, charge and spin: 0.0000 eV
- Gap between HOMO and LUMO: 8.4 eV
- Energy: -2142.820574 Ha
- 2S+1: 1

Below is a structure of composition C23H30GdN3 at a distorted geometry, with properties calculated with ωB97M-V/def2-TZVPD.

CARTESIAN COORDINATES (ANGSTROEM)
1 C 2.068 -2.503 -0.964
2 H 2.034 -3.596 -1.015
3 H 2.096 -2.172 -2.022
4 H 1.040 -2.284 -0.451
5 C 3.298 -2.052 -0.162
6 H 3.564 -0.999 -0.391
7 H 3.066 -2.080 0.912
8 C 4.548 -2.927 -0.397
9 H 5.384 -2.585 0.224
10 H 4.355 -3.974 -0.139
11 H 4.876 -2.893 -1.442
12 C 0.239 2.007 -1.827
13 C 1.666 2.017 -1.759
14 C 2.160 1.032 -2.678
15 C 1.031 0.381 -3.275
16 C -0.155 1.001 -2.763
17 C -1.523 0.814 -3.313
18 C 1.078 -0.640 -4.355
19 C 3.582 0.793 -3.038
20 C 2.478 2.947 -0.933
21 C -0.669 2.962 -1.139
22 Gd 1.026 -0.249 -0.808
23 H 0.124 -1.177 -4.435
24 H 1.278 -0.178 -5.337
25 H 1.869 -1.383 -4.181
26 H -1.691 -0.226 -3.620
27 H -2.294 1.082 -2.580
28 H -1.688 1.447 -4.202
29 H -0.258 3.277 -0.171
30 H -0.829 3.874 -1.737
31 H -1.655 2.519 -0.953
32 H 3.503 2.581 -0.809
33 H 2.538 3.948 -1.388
34 H 2.042 3.074 0.068
35 H 3.815 -0.281 -3.097
36 H 3.825 1.227 -4.023
37 H 4.261 1.246 -2.304
38 N -5.684 -0.717 8.098
39 C -5.105 -0.571 7.087
40 C -4.403 -0.401 5.846
41 C -3.090 0.091 5.835
42 C -2.396 0.222 4.629
43 C -3.024 -0.142 3.434
44 C -4.351 -0.592 3.426
45 C -5.032 -0.734 4.638
46 N -2.293 -0.135 2.227
47 C -2.766 -0.511 0.964
48 C -1.712 -0.502 0.116
49 N -0.568 -0.097 0.828
50 C -0.973 0.141 2.091
51 H -2.607 0.365 6.775
52 H -1.371 0.598 4.621
53 H -4.845 -0.851 2.490
54 H -6.056 -1.110 4.644
55 H -3.799 -0.762 0.784
56 H -1.664 -0.784 -0.936
57 H -0.341 0.461 2.905

- E_HOMO (alpha / beta): -14.242 / -14.247 eV
- Net charge: +2
- Expectation value of S²: 16.1450
- Gap between HOMO and LUMO (alpha / beta): 7.3 / 5.1 eV
- Energy: -1823.757555 Ha
- 2S+1: 8

Below is an isolated molecule of C23H30N2O2, with properties calculated with ωB97M-V/def2-TZVPD.

CARTESIAN COORDINATES (ANGSTROEM)
1 C 4.637 4.497 -3.168
2 C 4.188 3.509 -2.418
3 C 4.840 3.039 -1.152
4 C 5.223 1.588 -1.287
5 C 6.453 1.231 -1.811
6 C 6.805 -0.098 -1.973
7 C 5.910 -1.085 -1.609
8 C 4.672 -0.752 -1.087
9 C 4.317 0.581 -0.922
10 O 3.128 1.018 -0.398
11 C 2.117 0.092 -0.067
12 C 1.338 -0.330 -1.321
13 O 0.766 0.805 -1.934
14 H 1.401 1.529 -1.847
15 C 0.250 -1.358 -0.986
16 N -0.455 -1.046 0.241
17 C -1.376 0.081 0.135
18 C -2.835 -0.350 -0.025
19 N -3.240 -1.125 1.127
20 C -4.503 -1.031 1.662
21 C -4.767 -1.383 2.991
22 C -6.046 -1.307 3.504
23 C -7.115 -0.872 2.731
24 C -6.855 -0.520 1.414
25 C -5.584 -0.602 0.883
26 H -5.435 -0.347 -0.155
27 H -7.667 -0.186 0.782
28 C -8.494 -0.767 3.309
29 H -8.679 -1.570 4.020
30 H -8.612 0.181 3.837
31 H -9.247 -0.811 2.526
32 H -6.215 -1.585 4.535
33 H -3.967 -1.707 3.637
34 C -2.175 -1.819 1.811
35 C -1.107 -2.222 0.800
36 H -1.583 -2.838 0.020
37 H -0.344 -2.832 1.294
38 H -1.714 -1.203 2.598
39 H -2.579 -2.724 2.273
40 H -3.458 0.544 -0.103
41 H -2.951 -0.931 -0.952
42 H -1.081 0.701 -0.711
43 H -1.288 0.680 1.049
44 H 0.738 -2.327 -0.848
45 H -0.421 -1.433 -1.856
46 H 2.038 -0.795 -2.038
47 H 1.440 0.630 0.601
48 H 2.509 -0.780 0.463
49 H 3.992 -1.544 -0.814
50 H 6.168 -2.127 -1.731
51 H 7.769 -0.359 -2.382
52 H 7.143 2.011 -2.095
53 H 4.137 3.146 -0.323
54 H 5.727 3.641 -0.948
55 H 3.304 2.959 -2.712
56 H 4.141 4.797 -4.075
57 H 5.519 5.057 -2.900

- E_HOMO: -7.305 eV
- SMILES: C=CCc1ccccc1OC[C@H](O)CN1CCN(c2ccc(C)cc2)CC1
- Energy above the lowest of the compared OMol25 structures with the same formula, charge and spin: 3.1617 eV
- Gap between HOMO and LUMO: 8.0 eV
- Energy: -1154.366389 Ha
- 2S+1: 1

Below is an isolated molecule of C23H30N2O2S, with properties calculated with ωB97M-V/def2-TZVPD.

CARTESIAN COORDINATES (ANGSTROEM)
1 C 3.521 2.791 -4.280
2 H 3.595 3.390 -5.183
3 H 3.088 1.827 -4.537
4 H 4.511 2.641 -3.858
5 C 2.615 3.503 -3.274
6 C 2.507 2.699 -2.057
7 C 2.351 2.051 -1.055
8 C 2.147 1.250 0.095
9 C 1.665 1.812 1.276
10 C 1.402 1.007 2.369
11 C 1.594 -0.370 2.307
12 C 2.120 -0.915 1.139
13 C 2.397 -0.122 0.044
14 H 2.793 -0.555 -0.862
15 H 2.313 -1.977 1.085
16 C 1.160 -1.264 3.443
17 N -0.205 -1.758 3.337
18 C -1.230 -0.741 3.520
19 C -2.478 -1.075 2.703
20 N -2.204 -1.161 1.277
21 C -2.104 0.148 0.638
22 C -2.051 0.040 -0.855
23 C -0.979 0.408 -1.607
24 S -1.237 0.169 -3.288
25 C -2.817 -0.441 -2.981
26 C -3.116 -0.450 -1.659
27 H -4.049 -0.803 -1.260
28 H -3.428 -0.756 -3.803
29 H -0.045 0.819 -1.278
30 H -1.218 0.710 0.977
31 H -2.999 0.714 0.920
32 C -1.053 -2.029 0.976
33 C -0.485 -2.677 2.252
34 H 0.434 -3.206 1.998
35 H -1.194 -3.424 2.628
36 C -1.435 -3.103 -0.062
37 H -1.585 -2.622 -1.030
38 H -0.606 -3.806 -0.156
39 C -2.713 -3.875 0.278
40 O -3.868 -3.086 0.174
41 H -3.642 -2.235 0.591
42 H -2.840 -4.701 -0.430
43 H -2.638 -4.308 1.287
44 H -0.256 -1.415 0.532
45 H -2.894 -2.030 3.035
46 H -3.237 -0.307 2.865
47 H -0.874 0.250 3.207
48 H -1.483 -0.686 4.587
49 H 1.226 -0.724 4.392
50 H 1.816 -2.138 3.501
51 H 1.051 1.460 3.286
52 H 1.493 2.878 1.328
53 C 3.174 4.887 -2.910
54 H 2.528 5.380 -2.183
55 H 4.168 4.791 -2.480
56 H 3.229 5.503 -3.805
57 O 1.341 3.625 -3.893
58 H 0.718 4.007 -3.265

- E_HOMO: -8.227 eV
- SMILES: CC(C)(O)C#Cc1ccc(CN2CCN(Cc3ccsc3)[C@H](CCO)C2)cc1
- Energy above the lowest of the compared OMol25 structures with the same formula, charge and spin: 3.5418 eV
- Gap between HOMO and LUMO: 8.7 eV
- Energy: -1552.524654 Ha
- 2S+1: 1